Record 1
{"formula": "C34H72N4O13S", "method": "ωB97M-V with the def2-TZVPD basis set", "total_charge": 1, "orbital_gap_ev": [7.42, 2.54], "s_squared": 0.76, "homo_energy_ev": [-10.68, -10.68], "multiplicity": 2, "elements": ["S", "O", "O", "O", "O", "O", "O", "O", "O", "O", "O", "O", "O", "O", "N", "N", "N", "N", "C", "C", "C", "C", "C", "C", "C", "C", "C", "C", "C", "C", "C", "C", "C", "C", "C", "C", "C", "C", "C", "C", "C", "C", "C", "C", "C", "C", "C", "C", "C", "C", "C", "C", "H", "H", "H", "H", "H", "H", "H", "H", "H", "H", "H", "H", "H", "H", "H", "H", "H", "H", "H", "H", "H", "H", "H", "H", "H", "H", "H", "H", "H", "H", "H", "H", "H", "H", "H", "H", "H", "H", "H", "H", "H", "H", "H", "H", "H", "H", "H", "H", "H", "H", "H", "H", "H", "H", "H", "H", "H", "H", "H", "H", "H", "H", "H", "H", "H", "H", "H", "H", "H", "H", "H", "H"], "coordinates": [[-9.062, -2.075, 14.827], [-9.832, -2.798, 15.850], [-9.429, -0.689, 14.618], [-12.366, 1.194, 19.061], [-7.426, -2.143, 14.981], [-6.882, -6.015, 13.416], [-6.306, -2.994, 9.440], [-2.856, -3.281, 13.983], [-13.531, -0.488, 13.696], [-6.849, -6.323, 17.758], [-9.048, -2.849, 13.386], [-1.153, 1.147, 14.639], [-14.501, -4.205, 16.812], [-7.119, 3.772, 15.323], [-8.212, -7.689, 12.694], [-5.704, 2.745, 16.643], [-12.565, 2.477, 17.117], [-2.037, -5.100, 14.871], [-7.220, -8.051, 11.620], [-5.049, -3.584, 9.756], [-2.682, -4.455, 13.879], [-12.754, 0.459, 11.670], [-2.095, 1.392, 15.619], [-6.900, -4.072, 17.314], [-13.241, -6.344, 17.281], [-12.548, -0.730, 12.616], [-6.810, 2.735, 15.860], [-14.591, -5.592, 16.857], [-5.526, -6.032, 17.345], [-3.321, -5.242, 12.747], [-5.443, -4.520, 17.117], [-12.185, 1.401, 17.824], [-12.641, -5.143, 17.938], [-8.802, -6.531, 14.722], [-1.452, -4.567, 16.021], [-1.556, -0.042, 13.973], [-13.212, 3.585, 17.830], [-7.544, -5.141, 18.121], [-7.879, -2.820, 12.699], [-6.385, -5.118, 8.496], [-13.618, 1.473, 12.437], [-5.284, -5.055, 9.565], [-7.226, -3.881, 8.826], [-6.815, -2.748, 13.864], [-11.428, 0.256, 17.054], [-7.576, 1.474, 15.643], [-13.146, -3.886, 17.176], [-2.993, 0.113, 13.818], [-3.328, 0.605, 15.238], [-4.864, 3.936, 17.063], [-14.356, 0.619, 13.511], [-7.875, -6.731, 13.556], [-9.228, -5.529, 14.758], [-1.310, -0.962, 14.503], [-7.032, -5.984, 8.358], [-14.751, -6.010, 15.864], [-5.270, -6.475, 16.383], [-0.757, -5.290, 16.447], [-14.118, 3.195, 18.293], [-13.017, -3.080, 17.898], [-7.503, -9.051, 11.292], [-7.664, -3.763, 12.195], [-8.207, -6.456, 15.632], [-4.385, -5.603, 9.285], [-13.507, 4.235, 17.007], [-14.184, 2.214, 11.873], [-8.094, -4.095, 9.450], [-12.603, -6.552, 16.422], [-11.795, 0.748, 11.241], [-8.642, 1.684, 15.732], [-2.206, 2.475, 15.672], [-13.160, -7.186, 17.968], [-3.829, 3.694, 16.820], [-5.505, -5.601, 10.481], [-4.998, -4.200, 16.175], [-12.452, 3.954, 18.520], [-11.555, -5.217, 17.999], [-5.170, 4.890, 16.634], [-9.575, -7.297, 14.791], [-13.314, 0.017, 10.846], [-8.610, -5.342, 18.016], [-12.551, -1.742, 12.211], [-14.451, 1.148, 14.459], [-1.894, -6.081, 14.679], [-7.654, -3.554, 7.879], [-12.651, -3.753, 16.214], [-6.153, -8.080, 11.837], [-1.073, -0.085, 12.997], [-0.797, -3.754, 15.708], [-4.228, 1.205, 15.104], [-4.913, 4.024, 18.148], [-4.709, -3.248, 10.736], [-7.383, 0.614, 16.285], [-12.552, 2.427, 16.108], [-7.445, -4.059, 16.370], [-15.306, -5.896, 17.621], [-6.878, -3.121, 17.845], [-6.451, -3.733, 14.154], [-4.309, -3.066, 9.145], [-3.687, -0.139, 15.949], [-7.447, -4.912, 19.182], [-3.469, -0.818, 13.510], [-5.918, -4.912, 7.534], [-12.118, -0.580, 17.171], [-4.752, -4.159, 17.879], [-4.371, -4.974, 12.860], [-5.856, -2.323, 13.568], [-11.555, -0.677, 13.061], [-2.195, -4.202, 16.730], [-7.373, 1.084, 14.646], [-3.270, 0.922, 13.143], [-10.510, -0.025, 17.571], [-11.401, 0.579, 16.014], [-12.872, -5.204, 19.001], [-1.651, 1.096, 16.570], [-4.867, -6.370, 18.144], [-3.433, -6.285, 13.041], [-15.394, 0.443, 13.228], [-2.812, -5.176, 11.785], [-7.879, -1.996, 11.986], [-13.085, 2.227, 13.015], [-7.482, -7.357, 10.820], [-5.573, 1.852, 17.097], [-9.117, -8.116, 12.558]], "mulliken_charge": [0.96, -0.41, -0.61, -0.23, -0.02, -0.51, -0.47, -0.51, -0.41, -0.52, -0.29, -0.48, -0.41, -0.68, -0.21, -0.20, -0.08, -0.15, -0.89, -0.09, 0.36, -0.59, -0.47, 0.92, -0.43, 0.33, 0.64, -0.64, -0.42, -0.34, 0.06, 0.68, -0.34, -0.60, -0.85, -0.39, -0.93, -0.69, -0.07, -0.68, -0.56, -0.09, -0.31, 0.59, -0.35, -0.58, 0.18, -0.17, 0.17, -0.74, -0.29, 0.60, 0.05, 0.09, 0.34, 0.36, 0.18, 0.36, 0.36, 0.10, 0.36, 0.02, -0.07, 0.50, 0.35, 0.41, 0.22, 0.09, 0.38, 0.18, 0.19, 0.36, 0.16, -0.18, -0.32, 0.34, 0.05, 0.31, 0.39, 0.29, 0.12, 0.31, 0.17, 0.26, 0.32, 0.03, 0.24, 0.45, 0.31, -0.20, 0.33, -0.06, 0.20, 0.22, -0.92, 0.32, 0.51, -0.30, 0.27, 0.27, 0.35, -0.09, 0.30, 0.11, 0.26, -0.33, -0.20, -0.42, 0.18, 0.24, 0.31, 0.42, 0.09, 0.32, 0.27, 0.42, 0.44, 0.27, 0.34, 0.29, 0.15, 0.29, 0.22, 0.25]}

Record 2
{"formula": "C25H52B2F4N4O13P3TeTi", "method": "ωB97M-V with the def2-TZVPD basis set", "total_charge": 2, "orbital_gap_ev": [6.96, 6.47], "s_squared": 0.75, "homo_energy_ev": [-14.18, -13.87], "e_above_lowest_ev": 0.1887, "multiplicity": 2, "elements": ["Te", "Ti", "P", "P", "P", "F", "F", "F", "F", "O", "O", "O", "O", "O", "O", "O", "O", "O", "O", "O", "O", "O", "N", "N", "N", "N", "C", "C", "C", "C", "C", "C", "C", "C", "C", "C", "C", "C", "C", "C", "C", "C", "C", "C", "C", "C", "C", "C", "C", "C", "C", "B", "B", "H", "H", "H", "H", "H", "H", "H", "H", "H", "H", "H", "H", "H", "H", "H", "H", "H", "H", "H", "H", "H", "H", "H", "H", "H", "H", "H", "H", "H", "H", "H", "H", "H", "H", "H", "H", "H", "H", "H", "H", "H", "H", "H", "H", "H", "H", "H", "H", "H", "H", "H", "H"], "coordinates": [[2.273, -2.115, -2.088], [-0.332, -0.765, 1.309], [-1.226, -0.140, -2.129], [-1.007, 2.164, -0.215], [2.760, -1.383, 0.146], [-3.980, 1.729, 2.734], [1.088, -5.070, 2.411], [-0.871, -3.932, 2.960], [-3.295, -0.426, 3.326], [3.819, -0.232, 0.249], [-3.097, 0.334, 1.118], [0.081, 2.995, -0.968], [1.225, -2.850, 3.004], [-0.314, 1.146, 0.674], [-1.981, 3.133, 0.478], [-2.491, -0.990, -2.494], [1.528, -0.781, 0.832], [0.182, -3.585, 0.874], [-0.306, -0.761, -1.129], [3.306, -2.646, 0.853], [-0.400, 0.179, -3.418], [-1.724, 1.307, 2.991], [-0.789, -2.671, 0.687], [-2.373, -0.780, 0.875], [0.632, -1.658, 3.034], [-0.790, 0.354, 3.043], [2.052, -1.065, 4.926], [-0.927, 0.856, -4.627], [4.354, -2.719, 1.892], [5.832, 1.017, -0.121], [-1.997, -3.027, 0.464], [-0.429, 0.073, -5.818], [-2.434, 4.598, 2.342], [-1.770, 5.513, 0.082], [-1.580, 4.428, 1.113], [-1.980, 1.364, -1.481], [-0.429, 2.283, -4.619], [4.380, -4.122, 2.426], [0.213, 0.465, 3.838], [-1.441, -3.042, -3.364], [-2.957, -1.876, 0.561], [-3.941, -2.685, -3.340], [0.482, 1.648, 4.689], [2.240, 2.111, -1.568], [1.941, 4.491, -0.761], [1.520, 3.048, -0.630], [1.024, -0.789, 3.892], [5.024, -0.162, -0.586], [-2.579, -2.060, -3.514], [-4.421, -2.071, 0.494], [-2.447, -4.433, 0.350], [-3.086, 0.727, 2.611], [0.368, -3.932, 2.362], [0.659, 0.008, -5.788], [5.290, -2.449, 1.406], [-2.954, 1.123, -1.054], [-2.019, 0.821, -4.567], [4.695, -0.065, -1.621], [0.648, 2.307, -4.788], [5.257, 1.939, -0.201], [-2.826, 5.612, -0.167], [1.615, 2.707, 0.403], [-1.558, -3.842, -4.095], [-0.526, 4.326, 1.388], [-2.162, 5.537, 2.827], [3.429, -4.390, 2.879], [1.866, 1.091, -1.462], [3.024, -0.683, 4.601], [-4.716, -2.751, 1.298], [6.154, 0.891, 0.912], [1.328, 2.198, 4.265], [0.759, 1.354, 5.699], [-1.703, -5.023, -0.183], [1.416, 5.130, -0.051], [4.609, -4.833, 1.634], [6.720, 1.113, -0.745], [3.011, 4.575, -0.568], [-2.524, -4.844, 1.361], [-4.716, -1.921, -3.292], [-0.473, -2.571, -3.538], [-0.711, 0.586, -6.737], [5.572, -1.098, -0.476], [-4.701, -2.535, -0.452], [-1.440, -3.490, -2.368], [-4.940, -1.126, 0.620], [-1.204, 5.311, -0.827], [-0.387, 2.298, 4.721], [2.098, 2.428, -2.601], [2.137, -2.137, 5.080], [4.117, -1.978, 2.654], [3.309, 2.115, -1.352], [-0.910, 2.844, -5.421], [1.806, -0.577, 5.866], [-0.639, 2.787, -3.675], [-2.293, 3.783, 3.045], [1.748, 4.857, -1.770], [-4.156, -3.335, -4.187], [-0.838, -0.935, -5.855], [-1.428, 6.464, 0.492], [-3.416, -4.507, -0.138], [-3.487, 4.645, 2.069], [-2.135, 2.083, -2.290], [-3.976, -3.295, -2.435], [-2.525, -1.551, -4.476], [5.163, -4.192, 3.183]], "mulliken_charge": [0.27, -2.08, -1.50, -1.44, 0.00, -0.30, -0.32, -0.32, -0.30, -0.13, -0.56, 0.27, -0.30, 1.04, 0.03, -0.33, 0.59, -0.48, -0.22, 0.00, 0.53, -0.22, 1.87, 1.93, -0.04, 0.71, -1.75, 0.65, 0.07, -1.23, 0.58, -1.48, -1.41, -1.56, 0.95, -1.04, -1.25, -1.26, 0.80, -0.56, 0.09, -1.46, -1.75, -0.40, -1.59, 1.24, 0.81, -0.31, 0.79, -1.97, -1.90, 0.38, 0.56, 0.30, 0.36, 0.62, 0.43, 0.34, 0.32, 0.24, 0.41, -0.15, 0.60, 0.09, 0.49, 0.21, -0.21, 0.27, 0.44, 0.32, 0.33, 0.51, 0.35, 0.33, 0.35, 0.42, 0.44, 0.42, 0.41, 0.00, 0.45, 0.47, 0.41, -0.13, 0.37, 0.29, 0.29, 0.15, 0.39, 0.10, 0.20, 0.45, 0.55, 0.18, 0.19, 0.35, 0.46, 0.34, 0.42, 0.55, 0.35, 1.24, 0.20, -0.02, 0.42]}

Record 3
{"formula": "C17H48N3O6Si", "method": "ωB97M-V with the def2-TZVPD basis set", "total_charge": 1, "orbital_gap_ev": 7.43, "homo_energy_ev": -11.53, "elements": ["Si", "O", "O", "O", "O", "O", "O", "N", "N", "N", "C", "C", "C", "C", "C", "C", "C", "C", "C", "C", "C", "C", "C", "C", "C", "C", "C", "H", "H", "H", "H", "H", "H", "H", "H", "H", "H", "H", "H", "H", "H", "H", "H", "H", "H", "H", "H", "H", "H", "H", "H", "H", "H", "H", "H", "H", "H", "H", "H", "H", "H", "H", "H", "H", "H", "H", "H", "H", "H", "H", "H", "H", "H", "H", "H"], "coordinates": [[0.772, -3.266, 3.520], [-3.418, 5.558, -8.743], [1.837, 1.025, 1.425], [0.182, 4.310, -6.138], [3.293, 3.885, -1.912], [4.382, -0.466, 5.512], [-1.764, -7.960, 2.349], [-3.030, -3.633, 1.998], [-3.089, -2.268, 2.354], [-0.903, -3.278, 2.865], [-0.857, 3.864, -5.279], [0.647, -3.996, 5.336], [-2.995, -8.346, 2.944], [0.303, 2.147, -0.047], [5.629, 1.446, 4.756], [-1.701, -1.984, 2.939], [-3.099, -7.767, 4.339], [2.348, 4.855, -2.336], [-1.740, -4.380, 2.253], [-1.490, 2.608, -5.842], [0.704, 1.880, 1.389], [1.490, -1.450, 3.668], [4.273, 0.905, 5.159], [2.053, -4.292, 2.513], [-5.090, 3.856, -8.447], [2.318, 4.923, -3.848], [-4.457, 5.111, -7.884], [5.006, -0.528, 6.256], [3.869, 1.457, 6.014], [-5.197, 5.912, -7.782], [-2.290, 2.249, -5.189], [3.565, 0.989, 4.329], [6.032, 0.881, 3.909], [1.367, 4.569, -1.946], [6.346, 1.344, 5.577], [3.304, 5.187, -4.244], [-0.572, 2.801, -0.093], [-1.349, -0.943, 3.391], [-3.809, -7.977, 2.314], [-0.214, 4.491, -7.008], [-1.597, 4.664, -5.177], [-1.415, -5.491, 2.076], [-0.291, -3.442, 5.822], [1.124, 2.618, -0.597], [0.949, 2.812, 1.907], [0.071, 1.209, -0.563], [-0.112, 1.389, 1.929], [2.558, 1.474, 0.951], [2.443, -5.158, 3.233], [1.637, -3.855, 5.946], [0.315, -5.125, 5.217], [2.549, -1.544, 4.209], [-1.047, -8.300, 2.912], [2.989, -3.624, 2.283], [0.726, -0.811, 4.297], [-0.742, 1.817, -5.953], [4.163, 4.152, -2.256], [2.621, 5.824, -1.905], [-4.044, -8.051, 4.810], [-3.837, -4.152, 1.589], [-5.505, 4.044, -9.443], [-3.814, 5.739, -9.613], [-3.045, -9.439, 2.968], [1.664, -1.009, 2.583], [2.057, 3.947, -4.272], [-3.035, -6.674, 4.308], [-4.024, 4.914, -6.899], [-0.424, 3.666, -4.294], [-4.342, 3.064, -8.558], [1.591, 5.663, -4.192], [5.561, 2.501, 4.477], [-2.273, -8.116, 4.967], [-5.890, 3.496, -7.794], [-1.905, 2.796, -6.837], [1.667, -4.716, 1.493]], "mulliken_charge": [0.33, -0.51, -0.47, -0.53, -0.54, -0.52, -0.50, 0.11, -0.47, 0.30, 0.04, -0.85, -0.27, -0.67, -1.15, 0.03, -0.91, -0.13, -0.08, -1.05, -0.15, -0.66, 0.11, -1.03, -0.99, -1.04, -0.20, 0.30, 0.26, 0.31, 0.32, 0.06, 0.30, 0.20, 0.36, 0.43, 0.37, 0.27, 0.27, 0.30, 0.23, 0.42, 0.27, -0.06, 0.28, 0.27, 0.19, 0.28, 0.31, 0.32, 0.26, 0.06, 0.30, 0.30, 0.23, 0.35, 0.31, 0.26, 0.33, 0.28, 0.35, 0.30, 0.29, 0.17, 0.24, 0.18, 0.19, 0.14, 0.25, 0.26, 0.32, 0.34, 0.31, 0.20, 0.34]}

Record 4
{"formula": "C28H28As2N3V", "method": "ωB97M-V with the def2-TZVPD basis set", "total_charge": 1, "orbital_gap_ev": [6.82, 6.21], "s_squared": 0.76, "homo_energy_ev": [-9.56, -8.89], "e_above_lowest_ev": 0.0000, "multiplicity": 2, "elements": ["As", "As", "V", "N", "N", "N", "C", "C", "C", "C", "C", "C", "C", "C", "C", "C", "C", "C", "C", "C", "C", "C", "C", "C", "C", "C", "C", "C", "C", "C", "C", "C", "C", "C", "H", "H", "H", "H", "H", "H", "H", "H", "H", "H", "H", "H", "H", "H", "H", "H", "H", "H", "H", "H", "H", "H", "H", "H", "H", "H", "H", "H"], "coordinates": [[-2.423, 0.098, -0.646], [-0.328, -2.432, -0.322], [0.137, 0.098, -0.006], [0.224, 0.234, 1.905], [-0.017, 2.216, 0.165], [2.233, -0.195, 0.220], [-0.299, 1.443, 2.414], [-1.742, -2.538, -1.665], [-0.385, 2.506, 1.465], [3.757, -0.874, 1.987], [-0.742, 4.826, 0.878], [-0.697, 1.693, 3.702], [1.629, -0.589, 3.788], [-0.338, 4.531, -0.389], [3.228, -0.282, -0.630], [-1.151, 4.018, 3.199], [-1.873, -3.642, -2.500], [2.486, -0.478, 1.547], [-3.794, -2.651, -3.551], [-1.229, -3.102, 1.269], [0.796, -3.964, -0.723], [4.537, -0.657, -0.269], [-2.892, -3.697, -3.441], [-0.770, 3.798, 1.852], [0.008, 3.201, -0.702], [4.798, -0.965, 1.032], [3.945, -1.155, 3.363], [-2.644, -1.472, -1.786], [-1.124, 2.985, 4.088], [-3.862, -0.098, 0.642], [-3.668, -1.543, -2.724], [1.410, -0.290, 2.467], [-3.129, 1.529, -1.758], [2.900, -1.024, 4.229], [1.291, -3.836, -1.684], [-3.697, -0.982, 1.253], [-2.547, 1.597, -2.676], [-1.033, 5.830, 1.159], [4.921, -1.471, 3.709], [-3.895, 0.781, 1.285], [0.832, -0.489, 4.508], [-2.981, -4.560, -4.087], [-1.424, 3.149, 5.115], [3.038, -1.244, 5.279], [0.216, -4.885, -0.725], [-1.820, -2.308, 1.720], [-4.378, -0.731, -2.827], [0.290, 2.952, -1.720], [-0.684, 0.905, 4.440], [-4.803, -0.198, 0.103], [1.554, -4.025, 0.057], [-4.592, -2.693, -4.280], [-4.178, 1.371, -2.002], [-1.183, -4.473, -2.431], [-3.031, 2.463, -1.206], [-1.859, -3.951, 1.012], [-0.284, 5.282, -1.163], [3.005, -0.069, -1.671], [-0.468, -3.410, 1.986], [-1.458, 5.010, 3.505], [5.300, -0.701, -1.033], [5.786, -1.270, 1.353]], "mulliken_charge": [0.79, 0.89, -0.09, 0.67, 0.35, 0.37, -0.26, 0.28, 0.93, 0.56, -0.78, -0.59, -0.71, -0.86, -0.20, -0.87, -0.59, 0.99, -0.78, -1.15, -1.39, -0.85, -0.70, 0.65, -0.24, -0.73, -0.89, 0.05, -0.93, -1.17, -0.78, -0.15, -1.37, -0.90, 0.40, 0.33, 0.39, 0.46, 0.42, 0.42, 0.37, 0.40, 0.42, 0.43, 0.44, 0.26, 0.29, 0.47, 0.50, 0.43, 0.40, 0.40, 0.48, 0.33, 0.37, 0.41, 0.42, 0.49, 0.45, 0.42, 0.43, 0.45]}